1.
ORCA calculation (ωB97M-V/def2-TZVPD) on a molecular structure, C16H31BIrN6OS.

Electronic energy   -42417.9876 eV
Largest force on an atom   0.4 eV Å⁻¹
Energy above the lowest of the compared OMol25 structures with the same formula, charge and spin   0.00 kcal per mole
Net charge   +2
Gap between HOMO and LUMO (alpha / beta)   6.64 / 6.09 eV
HOMO (alpha / beta)   -15.219 / -15.223 eV
<S²>   0.757
Spin multiplicity   2

Atoms and positions in Å:
Ir  -0.490  1.517  0.894
S  -1.597  -0.165  -0.154
O  -0.687  0.801  2.564
N  1.069  2.102  -0.129
N  1.360  3.359  -0.547
N  -0.026  -2.169  -1.005
N  -1.119  3.991  -0.650
N  -0.196  -1.907  1.286
N  -1.550  2.815  -0.137
C  0.710  -2.985  1.712
C  3.538  -1.654  1.659
C  -3.227  -2.375  -2.973
C  -2.175  4.675  -1.061
C  1.511  -2.556  2.934
C  -0.767  -3.027  -3.192
C  -3.343  3.946  -0.806
C  2.228  1.372  -0.150
C  2.450  -1.377  2.692
C  3.247  2.169  -0.580
C  -0.475  -1.534  0.052
C  -0.198  -1.835  -2.435
C  -2.165  -3.443  -2.737
C  -0.810  1.501  3.820
C  -2.911  2.787  -0.226
C  2.648  3.416  -0.823
B  0.346  4.537  -0.799
H  1.865  -0.494  2.403
H  0.454  -3.046  -0.839
H  -0.852  -0.970  -2.505
H  -2.147  -3.727  -1.679
H  -0.668  -1.399  2.024
H  -4.356  4.236  -1.022
H  -0.786  -2.752  -4.249
H  -0.072  1.085  4.503
H  4.227  -0.814  1.581
H  4.125  -2.530  1.939
H  3.080  4.330  -1.200
H  0.819  -2.327  3.750
H  -1.816  1.325  4.193
H  2.918  -1.117  3.643
H  4.281  1.906  -0.717
H  0.479  4.880  -1.936
H  -3.249  -2.070  -4.020
H  -0.633  2.570  3.696
H  -4.217  -2.749  -2.716
H  2.084  -3.425  3.262
H  0.115  -3.873  1.931
H  0.541  5.396  0.013
H  -2.043  5.639  -1.524
H  0.781  -1.554  -2.825
H  -2.438  -4.351  -3.276
H  2.227  0.338  0.159
H  -3.476  1.946  0.143
H  1.382  -3.225  0.888
H  -3.057  -1.476  -2.372
H  3.133  -1.842  0.659
H  -0.073  -3.869  -3.113

***

2.
ORCA calculation (ωB97M-V/def2-TZVPD) on a single C3H4N4 molecule.

Electronic energy   -9132.3601 eV
Largest force on an atom   4.7 eV Å⁻¹
Energy above the lowest of the compared OMol25 structures with the same formula, charge and spin   103.72 kcal per mole
Gap between HOMO and LUMO   8.98 eV
HOMO   -8.455 eV
Spin multiplicity   1

Atoms and positions in Å:
N  -1.243  0.992  -0.526
N  -2.548  -0.685  -1.355
N  0.408  -0.550  -0.484
N  -1.874  0.110  -0.980
C  0.678  -1.601  0.159
C  0.031  0.654  -0.057
C  0.802  1.497  0.670
H  1.777  1.116  1.015
H  0.505  2.598  0.726
H  0.259  -1.774  1.174
H  1.205  -2.357  -0.340

***

3.
ORCA calculation (ωB97M-V/def2-TZVPD) on a molecular structure, C40H38AsGeO6PPdS.

Electronic energy   -195340.0319 eV
Largest force on an atom   1.8 eV Å⁻¹
Energy above the lowest of the compared OMol25 structures with the same formula, charge and spin   45.68 kcal per mole
Net charge   -2
Gap between HOMO and LUMO   4.64 eV
HOMO   -0.779 eV
Spin multiplicity   1

Atoms and positions in Å:
Pd  -1.444  -1.540  -0.389
As  1.453  4.734  1.517
Ge  -0.860  -1.668  -2.639
S  -2.801  -3.035  1.795
P  -0.732  1.077  -0.472
O  -1.574  -4.126  -0.445
O  0.534  -3.423  0.065
O  -3.470  -2.382  0.682
O  -2.893  -2.292  3.038
O  -1.127  -2.965  1.540
O  -3.117  -4.436  1.959
C  -1.808  -0.591  -5.279
C  -4.550  2.127  1.939
C  0.745  4.309  5.698
C  -3.837  0.992  2.286
C  2.109  -4.576  -3.767
C  0.007  -5.722  -3.744
C  -1.330  -5.526  -0.280
C  -2.946  2.585  0.211
C  -3.245  -2.249  -4.358
C  -4.106  2.922  0.889
C  2.566  -1.246  1.809
C  2.552  -1.101  0.427
C  1.494  -0.467  -0.193
C  1.463  -3.398  -3.413
C  0.117  2.768  -0.140
C  -2.677  0.656  1.599
C  -2.075  -1.494  -4.248
C  3.054  3.641  1.222
C  4.798  2.949  -0.302
C  0.083  -3.347  -3.222
C  1.855  4.922  6.258
C  2.673  5.418  4.054
C  0.468  -0.070  1.941
C  -4.100  -2.123  -5.445
C  3.530  2.725  2.153
C  1.381  -5.744  -3.942
C  1.570  4.786  3.477
C  2.820  5.482  5.430
C  -3.815  -1.211  -6.453
C  5.266  2.043  0.637
C  -0.672  -3.330  0.268
C  3.702  3.745  -0.007
C  0.430  0.067  0.551
C  -0.625  -4.539  -3.386
C  -2.203  1.455  0.567
C  1.520  -0.738  2.557
C  4.631  1.933  1.865
C  0.138  3.272  1.296
C  0.604  4.244  4.318
C  -2.663  -0.441  -6.364
H  -0.010  3.868  6.338
H  0.426  2.470  1.975
H  3.689  5.965  5.862
H  1.969  4.963  7.335
H  3.332  4.453  -0.742
H  -0.850  3.633  1.584
H  -0.360  3.504  -0.793
H  -4.488  -1.098  -7.296
H  2.043  -2.490  -3.279
H  -4.672  3.800  0.598
H  3.186  -4.584  -3.908
H  -1.906  -6.030  -1.057
H  -1.696  -4.541  -3.217
H  -0.905  0.008  -5.218
H  -2.620  3.194  -0.626
H  1.458  -0.391  -1.273
H  1.505  -0.865  3.634
H  1.133  2.613  -0.514
H  -4.163  0.338  3.083
H  -5.457  2.392  2.471
H  3.032  2.619  3.110
H  -0.263  3.753  3.891
H  3.356  -1.517  -0.168
H  -2.161  -0.235  1.907
H  5.286  3.032  -1.266
H  -3.499  -2.940  -3.558
H  -2.431  0.279  -7.142
H  -0.328  0.322  2.561
H  3.431  5.848  3.408
H  6.118  1.414  0.409
H  0.216  -0.669  -3.243
H  -4.999  -2.729  -5.499
H  4.981  1.217  2.597
H  1.879  -6.663  -4.233
H  3.378  -1.779  2.290
H  -0.571  -6.633  -3.865
H  -0.266  -5.738  -0.418
H  -1.667  -5.854  0.703

***

4.
ORCA calculation (ωB97M-V/def2-TZVPD) on 2 unconnected molecules or ions with the total composition C23H29N5O3.

Electronic energy   -37917.2323 eV
Largest force on an atom   2.4 eV Å⁻¹
Energy above the lowest of the compared OMol25 structures with the same formula, charge and spin   0.00 kcal per mole
Gap between HOMO and LUMO   8.28 eV
HOMO   -8.355 eV
Spin multiplicity   1

Atoms and positions in Å:
O  3.417  -0.117  0.706
O  3.341  -3.796  2.350
O  -1.267  6.574  -0.173
N  -2.573  2.809  -0.196
N  -1.307  -1.248  -3.042
N  2.289  -2.060  3.334
N  2.958  -2.187  -0.043
N  -1.229  4.546  -1.026
C  2.835  -2.266  4.673
C  -4.654  4.040  2.593
C  0.966  -3.600  0.458
C  4.828  -0.983  -0.999
C  -0.329  2.803  -3.150
C  0.156  1.938  -4.135
C  -1.439  0.947  -2.074
C  -4.268  5.384  2.653
C  -3.115  3.671  0.751
C  -1.672  3.235  -1.060
C  -1.136  2.323  -2.094
C  -0.164  0.581  -4.090
C  -0.062  -3.966  1.548
C  3.666  -1.059  -0.037
C  1.911  -2.475  0.946
C  0.238  -3.182  -0.842
C  -1.715  5.439  -0.123
C  -4.074  3.189  1.643
C  -0.497  -4.334  -1.541
C  2.583  -2.829  2.280
C  -0.964  0.089  -3.064
C  -2.727  5.012  0.819
C  -3.302  5.873  1.767
H  -0.459  4.845  -1.605
H  4.460  -1.076  -2.018
H  0.960  -2.790  -1.557
H  -2.994  6.915  1.810
H  2.720  -3.314  4.959
H  -2.059  0.544  -1.279
H  -0.472  -2.385  -0.616
H  0.185  -5.171  -1.696
H  2.314  -1.635  5.395
H  -0.071  3.853  -3.235
H  3.259  -2.935  -0.646
H  -0.862  -3.996  -2.511
H  1.712  -1.249  3.172
H  -0.706  -4.776  1.210
H  0.442  -4.315  2.450
H  -1.349  -4.660  -0.946
H  1.313  -1.574  1.091
H  5.328  -0.024  -0.873
H  -4.362  2.145  1.585
H  0.207  -0.090  -4.857
H  5.527  -1.788  -0.778
H  -1.161  -1.782  -3.895
H  -5.404  3.655  3.279
H  -4.713  6.047  3.389
H  1.570  -4.485  0.248
H  -0.675  -3.098  1.794
H  -2.084  -1.515  -2.440
H  0.779  2.320  -4.939
H  3.898  -2.017  4.676

***

5.
ORCA calculation (ωB97M-V/def2-TZVPD) on 2 unconnected molecules or ions with the total composition C2H8N2O2S.

Electronic energy   -20112.1348 eV
Largest force on an atom   4.3 eV Å⁻¹
Energy above the lowest of the compared OMol25 structures with the same formula, charge and spin   22.29 kcal per mole
Gap between HOMO and LUMO   10.18 eV
HOMO   -9.539 eV
Spin multiplicity   1

Atoms and positions in Å:
S  1.272  0.183  -0.327
O  1.702  -1.340  -0.012
O  1.360  0.881  0.908
N  2.748  0.490  -1.068
N  -1.490  -1.539  0.253
C  -1.890  0.836  0.579
C  -1.504  -0.378  -0.162
H  -0.898  1.349  0.643
H  -1.408  -0.240  -1.179
H  2.863  0.356  -2.039
H  -1.939  -1.743  1.217
H  0.852  -1.841  0.318
H  -2.399  0.418  1.464
H  -2.548  1.474  -0.049
H  3.279  1.095  -0.546

***

Please write out number 5 again, unchanged.
ORCA calculation (ωB97M-V/def2-TZVPD) on 2 unconnected molecules or ions with the total composition C2H8N2O2S.

Electronic energy   -20112.1348 eV
Largest force on an atom   4.3 eV Å⁻¹
Energy above the lowest of the compared OMol25 structures with the same formula, charge and spin   22.29 kcal per mole
Gap between HOMO and LUMO   10.18 eV
HOMO   -9.539 eV
Spin multiplicity   1

Atoms and positions in Å:
S  1.272  0.183  -0.327
O  1.702  -1.340  -0.012
O  1.360  0.881  0.908
N  2.748  0.490  -1.068
N  -1.490  -1.539  0.253
C  -1.890  0.836  0.579
C  -1.504  -0.378  -0.162
H  -0.898  1.349  0.643
H  -1.408  -0.240  -1.179
H  2.863  0.356  -2.039
H  -1.939  -1.743  1.217
H  0.852  -1.841  0.318
H  -2.399  0.418  1.464
H  -2.548  1.474  -0.049
H  3.279  1.095  -0.546

***

What is the energy above the lowest of the compared OMol25 structures with the same formula, charge and spin in the first record? 0.00 kcal per mole

***

Among the records above, which one has the lowest largest force on an atom? C16H31BIrN6OS